No. 1
{
  "formula": "C11H14N2",
  "method": "ωB97M-V/def2-TZVPD",
  "elements": ["C", "C", "C", "C", "N", "N", "H", "H", "H", "H", "H", "H", "C", "C", "C", "C", "C", "C", "C", "H", "H", "H", "H", "H", "H", "H", "H"],
  "xyz": [[-1.96, -3.26, -2.15], [-0.91, -1.16, -1.34], [-1.97, -2.12, -1.18], [-2.70, -0.29, -0.27], [-1.42, 0.09, -0.72], [-3.04, -1.51, -0.50], [-0.20, -1.09, -2.10], [-0.73, 0.88, -0.56], [-2.89, -3.19, -2.74], [-2.03, -4.18, -1.56], [-3.35, 0.37, 0.35], [-1.04, -3.32, -2.80], [1.00, 3.51, 1.42], [1.21, -0.30, 1.41], [2.35, -0.55, 0.66], [0.73, 1.00, 1.58], [1.35, 2.15, 0.97], [3.13, 0.59, 0.22], [2.51, 1.83, 0.22], [0.63, -1.17, 1.62], [2.73, -1.58, 0.67], [-0.12, 0.85, 2.33], [4.09, 0.23, -0.24], [1.72, 4.10, 1.02], [1.06, 3.41, 2.54], [2.90, 2.61, -0.40], [-0.07, 3.61, 1.23]],
  "nbo_charge": [-0.641, -0.124, 0.107, 0.210, -0.592, -0.477, 0.207, 0.448, 0.227, 0.217, 0.195, 0.222, -0.634, -0.218, -0.211, -0.241, -0.020, -0.208, -0.233, 0.217, 0.214, 0.226, 0.226, 0.220, 0.229, 0.207, 0.227],
  "total_energy_ha": -536.97418,
  "homo_lumo_gap_ev": 9.06,
  "smiles": "Cc1c[nH]cn1.Cc1ccccc1",
  "relative_energy_kj_mol": 251.71,
  "largest_force_ha_per_bohr": 0.1065,
  "homo_ev": -8.305,
  "lumo_energy_ev": 0.759
}

No. 2
{
  "formula": "CH3NOS",
  "method": "ωB97M-V/def2-TZVPD",
  "elements": ["C", "N", "O", "S", "H", "H", "H"],
  "xyz": [[-0.15, 0.17, -0.34], [0.85, 0.35, 0.63], [1.11, 2.83, -0.38], [0.15, 1.95, 0.29], [0.18, -0.28, -1.36], [-1.12, -0.17, -0.06], [0.81, -0.02, 1.63]],
  "nbo_charge": [-0.372, -0.786, -0.899, 1.260, 0.220, 0.186, 0.390],
  "total_energy_ha": -568.00319,
  "homo_lumo_gap_ev": 10.46,
  "relative_energy_kj_mol": 256.15,
  "largest_force_ha_per_bohr": 0.0409,
  "homo_ev": -9.780,
  "lumo_energy_ev": 0.682
}

No. 3
{
  "formula": "C30H39N3P2RuS2",
  "method": "ωB97M-V/def2-TZVPD",
  "elements": ["Ru", "C", "P", "C", "N", "C", "C", "C", "C", "C", "C", "N", "C", "P", "C", "C", "C", "C", "C", "C", "C", "C", "C", "H", "H", "H", "H", "H", "H", "H", "H", "H", "H", "H", "H", "H", "H", "H", "H", "H", "H", "H", "H", "H", "H", "H", "H", "H", "H", "H", "H", "S", "C", "C", "C", "C", "C", "C", "S", "H", "H", "H", "H", "C", "C", "C", "C", "N", "C", "C", "H", "H", "H", "H", "H", "H", "H"],
  "xyz": [[-0.83, -0.70, -0.64], [2.41, -1.64, 0.27], [1.51, -0.47, -0.81], [1.76, 1.06, 0.14], [2.89, 1.25, 0.80], [3.09, 2.33, 1.57], [4.21, 2.50, 2.37], [4.35, 3.62, 3.18], [3.38, 4.61, 3.18], [2.25, 4.48, 2.38], [2.06, 3.35, 1.59], [0.96, 3.14, 0.86], [0.75, 2.03, 0.18], [-0.88, 1.64, -0.54], [-0.92, 2.43, -2.19], [-2.05, 2.74, 0.44], [-3.48, 2.50, -0.05], [-1.68, 4.21, 0.22], [-1.93, 2.39, 1.92], [2.63, -0.25, -2.32], [1.83, 0.58, -3.32], [3.93, 0.47, -1.97], [2.97, -1.62, -2.93], [3.45, -1.33, 0.37], [2.35, -2.65, -0.14], [1.93, -1.63, 1.25], [4.97, 1.74, 2.35], [5.22, 3.72, 3.81], [3.49, 5.49, 3.79], [1.48, 5.24, 2.38], [-0.22, 3.27, -2.23], [-1.93, 2.78, -2.38], [-0.66, 1.70, -2.96], [-3.62, 2.83, -1.07], [-4.18, 3.06, 0.57], [-3.75, 1.44, 0.02], [-1.88, 4.52, -0.80], [-0.63, 4.37, 0.46], [-2.27, 4.83, 0.89], [-2.18, 1.34, 2.11], [-2.63, 2.99, 2.50], [-0.92, 2.58, 2.28], [1.70, 1.59, -2.95], [0.86, 0.12, -3.51], [2.36, 0.64, -4.27], [3.73, 1.41, -1.45], [4.47, 0.70, -2.88], [4.57, -0.14, -1.34], [2.08, -2.15, -3.26], [3.51, -2.25, -2.22], [3.61, -1.47, -3.79], [-3.15, -0.92, -0.58], [-3.50, -1.10, 1.12], [-4.85, -1.16, 1.48], [-5.22, -1.34, 2.80], [-4.25, -1.47, 3.78], [-2.91, -1.38, 3.45], [-2.52, -1.19, 2.12], [-0.81, -1.02, 1.81], [-5.60, -1.07, 0.71], [-6.26, -1.39, 3.06], [-4.53, -1.63, 4.81], [-2.14, -1.47, 4.19], [-0.39, -7.00, -1.73], [-0.55, -5.52, -1.55], [-1.09, -5.00, -0.38], [-1.17, -3.63, -0.21], [-0.74, -2.76, -1.13], [-0.29, -3.25, -2.29], [-0.18, -4.61, -2.54], [-0.70, -7.52, -0.82], [0.64, -7.25, -1.94], [-1.00, -7.35, -2.56], [-1.46, -5.65, 0.39], [-1.61, -3.23, 0.69], [-0.02, -2.52, -3.04], [0.19, -4.94, -3.50]],
  "mulliken_charge": [-0.306, -1.762, 1.664, -0.127, -0.191, -0.027, -0.390, -0.602, -0.640, -0.236, 0.237, -0.227, -0.494, 1.724, -1.689, 1.849, -1.621, -1.726, -1.645, 1.725, -1.577, -1.882, -1.650, 0.447, 0.362, 0.442, 0.490, 0.414, 0.419, 0.481, 0.403, 0.498, 0.384, 0.319, 0.503, 0.246, 0.344, 0.182, 0.576, 0.151, 0.626, 0.244, 0.339, 0.165, 0.566, 0.357, 0.519, 0.370, 0.283, 0.328, 0.529, -0.253, 1.024, -0.716, -0.572, -0.646, -0.749, 0.027, -0.379, 0.520, 0.397, 0.413, 0.485, -1.471, 1.106, -0.997, -0.539, 0.336, -0.644, -0.653, 0.358, 0.355, 0.348, 0.403, 0.295, 0.702, 0.457],
  "total_energy_ha": -2904.69049,
  "multiplicity": 2,
  "homo_lumo_gap_ev": [6.55, 5.51],
  "charge": 1,
  "largest_force_ha_per_bohr": 0.0472,
  "s2": 0.77,
  "homo_ev": [-10.163, -10.201],
  "lumo_energy_ev": [-3.610, -4.690]
}

No. 4
{
  "formula": "C30H38BF16N3O7",
  "method": "ωB97M-V/def2-TZVPD",
  "elements": ["C", "C", "C", "C", "C", "C", "C", "C", "N", "C", "C", "C", "C", "C", "B", "O", "O", "C", "C", "C", "O", "N", "N", "C", "C", "C", "O", "C", "O", "H", "H", "H", "H", "H", "H", "H", "H", "H", "H", "H", "H", "H", "H", "H", "H", "H", "H", "H", "H", "H", "H", "H", "H", "H", "H", "H", "H", "H", "H", "C", "C", "C", "F", "F", "F", "F", "O", "C", "C", "F", "F", "F", "F", "H", "H", "H", "H", "C", "C", "C", "F", "F", "F", "F", "O", "C", "C", "F", "F", "F", "F", "H", "H", "H", "H"],
  "xyz": [[-3.92, 1.55, 1.78], [-4.58, 1.11, 0.45], [-3.59, 0.32, -0.47], [-3.64, 0.95, -1.88], [-2.75, 0.14, -2.90], [-1.60, 1.02, -3.35], [-1.92, 2.20, -3.98], [-0.95, 3.11, -4.41], [-1.25, 4.35, -5.03], [-1.33, 5.48, -4.09], [-2.32, 5.26, -2.91], [0.35, 2.75, -4.19], [0.68, 1.55, -3.55], [-0.26, 0.65, -3.13], [0.19, -0.72, -2.46], [0.04, -1.87, -3.21], [0.74, -0.85, -1.20], [-0.22, -1.19, -0.19], [-0.86, -2.57, -0.35], [2.20, 1.54, -3.46], [2.93, 0.58, -3.49], [2.48, 2.92, -3.42], [3.83, 3.36, -3.25], [4.25, 2.85, -1.91], [3.87, 4.84, -3.11], [3.09, 5.53, -1.99], [4.51, 5.47, -3.91], [1.68, 3.45, -4.46], [1.95, 4.18, -5.37], [-4.07, 0.79, 2.56], [-2.87, 1.81, 1.64], [-4.44, 2.46, 2.12], [-5.50, 0.55, 0.63], [-4.88, 2.03, -0.06], [-3.89, -0.73, -0.50], [-2.61, 0.46, -0.01], [-3.30, 1.98, -1.76], [-4.70, 0.97, -2.17], [-3.41, -0.08, -3.74], [-2.43, -0.76, -2.37], [-2.96, 2.48, -4.12], [-2.09, 4.28, -5.59], [-1.76, 6.31, -4.66], [-0.35, 5.81, -3.73], [-2.77, 6.20, -2.58], [-3.14, 4.60, -3.21], [-1.80, 4.78, -2.07], [0.08, -1.63, -4.14], [-0.98, -0.41, -0.11], [0.31, -1.21, 0.77], [-1.58, -2.60, -1.19], [-0.12, -3.35, -0.56], [-1.40, -2.81, 0.57], [4.98, 3.52, -1.44], [4.56, 1.81, -1.96], [3.35, 2.88, -1.27], [2.38, 4.85, -1.51], [3.75, 5.99, -1.25], [2.49, 6.31, -2.47], [-1.43, -3.38, 5.77], [-0.34, -2.61, 5.00], [-0.40, -1.08, 5.04], [-1.54, -0.59, 4.51], [0.62, -0.57, 4.31], [-0.31, -3.05, 3.72], [0.85, -2.96, 5.56], [-2.55, -3.89, 5.04], [-3.65, -3.09, 4.79], [-3.83, -2.83, 3.29], [-2.74, -2.24, 2.76], [-4.87, -2.00, 3.08], [-3.60, -1.95, 5.50], [-4.73, -3.77, 5.22], [-0.94, -4.28, 6.14], [-1.75, -2.85, 6.67], [-0.30, -0.71, 6.06], [-4.01, -3.76, 2.75], [3.61, -2.71, 1.32], [3.27, -2.53, 2.81], [4.42, -2.61, 3.82], [5.04, -3.80, 3.80], [3.93, -2.44, 5.07], [2.29, -3.40, 3.14], [2.73, -1.28, 2.94], [3.40, -4.00, 0.74], [4.36, -4.99, 0.84], [3.87, -6.19, 1.66], [3.51, -5.82, 2.91], [4.87, -7.10, 1.78], [5.52, -4.48, 1.30], [4.60, -5.42, -0.41], [2.91, -2.07, 0.78], [4.60, -2.31, 1.07], [5.15, -1.83, 3.63], [3.01, -6.66, 1.18]],
  "mulliken_charge": [-1.104, -0.562, 0.322, -0.887, -0.629, 0.285, -0.673, -0.539, -0.240, -0.407, -0.949, 0.531, 0.746, -0.808, 1.260, -0.707, -0.677, 0.705, -0.924, 0.174, -0.614, 1.005, -0.504, -1.100, 0.583, -0.997, -0.512, -0.288, -0.556, 0.102, 0.347, 0.406, 0.336, 0.376, 0.406, -0.505, 0.425, 0.315, 0.513, 0.015, 0.477, 0.443, 0.481, 0.073, 0.460, 0.191, 0.243, 0.377, -0.408, 0.214, 0.290, 0.284, 0.170, 0.368, 0.337, 0.376, 0.342, 0.316, 0.295, -0.914, 1.108, -0.022, -0.202, -0.186, -0.158, -0.332, -0.401, 0.762, 0.154, -0.115, -0.286, -0.272, -0.307, 0.430, 0.322, 0.225, 0.236, -0.744, 1.028, -0.025, -0.237, -0.245, -0.223, -0.310, -0.422, 0.836, 0.208, -0.209, -0.277, -0.294, -0.302, 0.309, 0.336, 0.287, 0.242],
  "total_energy_ha": -3479.64350,
  "homo_lumo_gap_ev": 9.04,
  "smiles": "CCCCCc1cc(NCC)c2c(c1B(O)OCC)C(=O)N(N(C)C(C)=O)C2=O.FC(F)C(F)(F)COC(F)(F)C(F)F.FC(F)C(F)(F)COC(F)(F)C(F)F",
  "largest_force_ha_per_bohr": 0.0414,
  "homo_ev": -8.935,
  "lumo_energy_ev": 0.110
}